Entry 1:
The following is a quantum chemistry calculation of 14 unconnected molecules or ions with the total composition H28O14, from the OMol25 dataset.

The geometry in ORCA input format:
```
! RIJCOSX wB97M-V def2-TZVPD def2/J DEFGRID3
* xyz 0 1
O 1.87 2.97 1.62
H 2.76 3.15 1.64
H 1.76 2.19 1.21
O -2.52 3.24 2.60
H -2.03 2.61 2.27
H -3.38 2.98 2.90
O 1.35 0.78 0.41
H 0.98 -0.06 0.79
H 0.75 0.80 -0.28
O 4.43 1.59 -0.61
H 4.68 0.96 -1.36
H 3.62 1.27 -0.19
O -0.26 3.01 -2.02
H -0.02 3.73 -1.32
H 0.14 3.52 -2.71
O -1.59 -0.12 -1.98
H -2.10 0.44 -1.33
H -1.35 0.54 -2.50
O -0.98 4.76 0.59
H -1.75 4.41 0.81
H -0.41 3.96 0.36
O 1.99 -0.11 -3.04
H 1.52 -0.87 -2.94
H 1.54 0.63 -2.82
O -0.59 -2.08 -3.74
H 0.12 -2.06 -4.35
H -0.75 -2.89 -3.36
O -2.24 0.42 2.61
H -1.89 0.79 1.71
H -1.55 0.80 3.18
O -0.15 -2.10 1.30
H 0.20 -2.89 1.18
H -0.32 -2.06 2.28
O -2.84 -2.23 2.74
H -2.44 -2.02 1.88
H -3.29 -1.45 3.03
O 1.21 -4.41 1.32
H 0.50 -4.97 1.70
H 1.22 -4.85 0.45
O 0.49 -4.76 -1.66
H 1.33 -5.14 -1.39
H -0.03 -4.47 -0.99
*
```

For the frontier orbital gap, the calculation gives 10.76 eV. The calculation puts the highest occupied orbital energy at -11.05 eV. The calculation puts the calculated total energy at -29116.41695 eV. The calculation puts the lowest unoccupied orbital energy at -0.011 hartree.

Results of the Löwdin charge analysis, in e, for atoms 1 through 2: 0.017, 0.007

---

Entry 2:
The following is a quantum chemistry calculation of 14 unconnected molecules or ions with the total composition H28O14, from the OMol25 dataset.

The geometry in ORCA input format:
```
! RIJCOSX wB97M-V def2-TZVPD def2/J DEFGRID3
* xyz 0 1
H -1.15 -0.44 -0.24
H 0.30 -0.84 0.06
H -4.55 -3.09 0.33
H -2.97 -3.32 0.39
H 4.24 -1.99 1.49
H 3.76 -2.15 2.88
H 3.98 2.19 -1.37
H 2.63 1.36 -1.06
H 2.03 3.38 -1.34
H 0.78 4.00 -1.52
H 1.01 0.50 2.64
H 1.01 -0.82 3.40
H -1.78 3.27 -2.40
H -0.65 2.78 -3.12
H 0.80 -2.25 -0.77
H -0.36 -3.02 -0.13
H 3.56 1.71 1.43
H 3.16 0.35 1.35
H 3.23 -2.40 -2.50
H 4.36 -1.47 -2.54
H -2.67 -1.53 -1.23
H -1.59 -1.95 -2.06
H -3.98 -0.59 -0.70
H -5.21 0.21 -1.25
H -2.98 2.42 2.55
H -4.16 2.96 1.66
H -1.42 1.19 1.58
H -0.78 0.96 2.92
O -0.51 -0.67 0.44
O -3.83 -3.63 0.07
O 4.22 -2.62 2.14
O 3.35 1.55 -1.75
O 1.23 3.39 -0.93
O 0.78 -0.44 2.58
O -1.11 2.55 -2.37
O 0.32 -3.13 -0.83
O 3.06 1.12 0.87
O 3.41 -1.53 -2.27
O -2.31 -2.32 -1.54
O -4.32 -0.12 -1.43
O -3.28 3.19 1.97
O -1.64 1.22 2.58
*
```

For the frontier orbital gap, the calculation gives 10.36 eV. The calculation puts the highest occupied orbital energy at -10.68 eV. The calculation puts the calculated total energy at -29116.63041 eV. The calculation puts the lowest unoccupied orbital energy at -0.012 hartree.

Results of the Löwdin charge analysis, in e, for atoms 1 through 2: 0.056, -0.019

---

Entry 3:
The following is a quantum chemistry calculation of a molecular structure, H28O14, from the OMol25 dataset.

The geometry in ORCA input format:
```
! RIJCOSX wB97M-V def2-TZVPD def2/J DEFGRID3
* xyz 0 1
O 1.97 1.67 2.41
H 1.76 1.48 1.61
H 1.67 2.64 2.65
O 3.28 -0.89 -0.22
H 3.01 -1.65 0.24
H 3.48 -0.25 0.49
O -2.54 -1.18 -0.06
H -2.77 -0.40 0.42
H -3.37 -1.62 -0.12
O 2.24 1.80 -0.53
H 2.55 1.70 -1.42
H 2.71 2.51 -0.11
O 3.09 -0.54 -2.32
H 3.07 -0.67 -1.31
H 3.99 -0.84 -2.73
O 0.46 -2.27 1.76
H -0.18 -2.86 1.47
H 1.14 -2.75 1.22
O -0.39 -2.22 -1.76
H -0.12 -1.34 -1.58
H -1.07 -2.19 -2.38
O -2.06 2.17 -0.56
H -1.12 2.47 -0.48
H -1.73 1.58 -1.33
O -0.56 0.35 2.22
H 0.26 0.88 2.41
H -0.36 -0.56 2.17
O -1.78 -2.87 1.09
H -2.18 -2.34 0.36
H -2.00 -3.67 0.64
O 0.17 -0.25 -0.82
H -0.26 -0.54 -0.03
H 1.01 0.18 -0.54
O -2.53 1.11 1.82
H -1.66 0.75 2.15
H -2.33 1.47 0.93
O -2.00 -0.06 -2.58
H -1.78 -0.67 -1.87
H -2.96 -0.25 -2.52
O -0.21 3.36 -0.50
H 0.42 2.74 -0.51
H -0.33 3.98 0.24
*
```

For the frontier orbital gap, the calculation gives 8.61 eV. The calculation puts the highest occupied orbital energy at -9.21 eV. The calculation puts the calculated total energy at -29113.08888 eV. The calculation puts the lowest unoccupied orbital energy at -0.022 hartree.

Results of the Löwdin charge analysis, in e, for atoms 1 through 2: 0.004, -0.124

---

Entry 4:
The following is a quantum chemistry calculation of 14 unconnected molecules or ions with the total composition H28O14, from the OMol25 dataset.

The geometry in ORCA input format:
```
! RIJCOSX wB97M-V def2-TZVPD def2/J DEFGRID3
* xyz 0 1
O 0.98 1.84 -2.98
H 0.15 1.80 -3.48
H 1.01 2.75 -2.62
O -0.29 -2.76 3.08
H -0.19 -3.66 3.39
H -0.83 -2.89 2.26
O 0.33 -0.49 2.01
H -0.61 -0.49 1.75
H 0.43 -1.33 2.52
O 3.98 0.33 -1.43
H 4.31 0.47 -2.32
H 3.29 1.02 -1.37
O -2.65 4.34 1.02
H -2.54 3.38 0.98
H -2.18 4.61 1.83
O -2.14 -3.35 1.34
H -2.15 -4.18 0.86
H -2.63 -2.70 0.81
O 1.38 -1.21 -2.97
H 1.91 -0.63 -2.41
H 1.94 -1.82 -3.44
O -2.68 -0.78 0.13
H -1.95 -1.03 -0.46
H -2.64 0.03 0.64
O 1.70 -1.15 -0.71
H 2.14 -0.46 -1.22
H 1.13 -0.75 -0.04
O 0.23 2.19 1.61
H 0.81 2.51 2.30
H 0.64 1.45 1.16
O -0.94 4.39 -1.44
H -1.52 4.48 -0.65
H -1.19 3.49 -1.66
O -2.53 1.44 2.20
H -3.16 1.90 2.77
H -1.60 1.61 2.42
O 2.79 -3.52 -0.79
H 2.26 -3.09 -0.10
H 2.86 -2.84 -1.45
O -0.36 -1.69 -1.03
H 0.03 -1.34 -1.86
H 0.50 -1.88 -0.63
*
```

For the frontier orbital gap, the calculation gives 10.34 eV. The calculation puts the highest occupied orbital energy at -10.49 eV. The calculation puts the calculated total energy at -29117.84125 eV. The calculation puts the lowest unoccupied orbital energy at -0.006 hartree.

Results of the Löwdin charge analysis, in e, for atoms 1 through 2: -0.060, 0.054

---

Entry 5:
The following is a quantum chemistry calculation of a molecular structure, H28O18STl, from the OMol25 dataset.

The geometry in ORCA input format:
```
! RIJCOSX wB97M-V def2-TZVPD def2/J DEFGRID3
* xyz 1 1
Tl -2.47 1.46 2.15
S 0.00 0.30 0.13
O -1.02 0.88 0.98
O 0.08 1.02 -1.11
O 1.31 0.41 0.73
O -0.31 -1.10 0.02
O 1.55 0.48 3.22
H 1.57 0.44 2.24
H 2.46 0.66 3.49
O -1.36 2.56 -2.55
H -0.75 1.94 -2.13
H -1.92 1.93 -2.96
O -2.84 2.43 0.06
H -3.69 2.88 -0.02
H -2.57 2.31 -0.85
O -3.45 -0.28 1.28
H -3.65 -0.21 0.35
H -3.42 -1.22 1.53
O -0.50 -2.64 1.94
H -1.19 -3.30 1.81
H -0.42 -2.08 1.10
O -0.70 1.91 3.49
H -0.04 1.32 3.88
H -0.20 2.68 3.28
O 3.56 1.67 -0.01
H 3.30 2.36 -0.66
H 2.74 1.27 0.24
O -2.02 -2.68 -1.19
H -2.78 -2.16 -1.42
H -1.46 -2.10 -0.64
O -1.10 -0.82 -3.31
H -0.38 -0.19 -3.29
H -0.71 -1.61 -2.91
O 1.00 -2.55 -1.51
H 0.39 -3.28 -1.71
H 0.57 -1.94 -0.88
O 0.81 3.59 -0.31
H 1.62 3.57 -0.88
H 0.48 2.80 -0.76
O 1.81 -3.69 1.11
H 0.99 -3.32 1.49
H 1.71 -3.73 0.12
O 1.46 0.71 -3.22
H 0.93 0.91 -2.46
H 2.33 0.63 -2.83
O 3.15 -1.34 0.96
H 2.40 -0.76 0.83
H 2.73 -2.15 1.16
*
```

For the frontier orbital gap, the calculation gives 2.30 eV. The calculation puts the highest occupied orbital energy at -12.87 eV. The calculation puts the calculated total energy at -52824.39057 eV. The calculation puts the lowest unoccupied orbital energy at -0.388 hartree.

Results of the Löwdin charge analysis, in e, for atoms 1 through 2: 1.440, 0.416

---

Entry 6:
The following is a quantum chemistry calculation of a molecular structure, H28O26S3Zn3, from the OMol25 dataset.

The geometry in ORCA input format:
```
! RIJCOSX wB97M-V def2-TZVPD def2/J DEFGRID3
* xyz 0 1
Zn 1.16 1.65 -0.28
Zn -3.20 -0.75 1.11
Zn 0.06 -3.58 0.82
S 2.73 3.09 2.39
O 1.98 2.36 3.43
O 4.16 2.69 2.39
O 2.08 2.59 1.21
O 2.56 4.52 2.47
S -1.57 -2.37 3.22
O -0.38 -2.88 2.58
O -2.55 -3.45 3.35
O -1.31 -1.82 4.54
O -2.10 -1.34 2.45
S -0.31 -0.43 -0.16
O 0.32 0.32 0.89
O 0.09 -1.80 -0.03
O -1.76 -0.40 -0.09
O 0.23 0.26 -1.32
O -4.33 0.14 -0.36
H -4.20 0.89 -0.95
H -5.23 -0.13 -0.52
O 3.41 -2.11 -1.02
H 2.96 -2.46 -0.26
H 3.91 -2.86 -1.37
O 1.04 -2.17 -2.99
H 1.16 -1.90 -2.08
H 0.16 -2.53 -3.02
O -2.26 -2.26 -2.09
H -2.89 -2.95 -1.88
H -2.23 -1.71 -1.32
O 2.94 0.66 -0.64
H 3.77 1.12 -0.56
H 3.15 -0.26 -0.47
O -0.45 2.94 -0.10
H -0.32 3.86 0.14
H -1.36 2.91 -0.42
O -1.47 0.27 -3.33
H -2.07 -0.47 -3.49
H -0.89 -0.05 -2.63
O 1.11 0.71 -4.57
H 0.30 0.37 -4.20
H 0.86 1.04 -5.43
O -0.23 0.70 3.52
H -0.01 0.65 2.59
H -0.68 -0.13 3.70
O -2.88 1.16 1.85
H -2.73 1.18 2.79
H -2.96 2.08 1.59
O 2.53 -0.74 2.42
H 2.66 -0.10 3.12
H 1.61 -0.64 2.18
O 2.07 -3.43 1.16
H 2.35 -2.66 1.66
H 2.63 -4.14 1.48
O 1.58 2.67 -1.97
H 1.75 2.18 -2.77
H 1.12 3.45 -2.26
O -2.65 2.29 -1.90
H -3.39 2.14 -2.49
H -2.04 1.59 -2.10
*
```

For the frontier orbital gap, the calculation gives 1.79 eV. The calculation puts the highest occupied orbital energy at -5.57 eV. The calculation puts the calculated total energy at -231448.76029 eV. The calculation puts the lowest unoccupied orbital energy at -0.139 hartree.

Results of the Löwdin charge analysis, in e, for atoms 1 through 2: 0.581, 0.909

---

Entry 7:
The following is a quantum chemistry calculation of a molecular structure, H29O15, from the OMol25 dataset.

The geometry in ORCA input format:
```
! RIJCOSX wB97M-V def2-TZVPD def2/J DEFGRID3
* xyz -1 1
O 1.09 -2.21 -0.66
H 0.18 -2.61 -0.62
H 3.74 3.98 0.89
O -1.16 -0.66 1.85
H -1.01 -0.39 0.82
H 4.96 -1.79 -0.59
O 3.58 3.46 0.16
H 0.70 1.17 -1.57
H -2.70 -1.67 1.68
O -0.59 -0.12 -3.51
H 1.39 3.67 -2.27
H -1.26 -0.35 -3.95
O -2.20 -4.33 0.04
H -3.15 -4.26 0.32
H -1.65 -0.92 -1.18
O -0.58 2.58 1.22
H -2.93 3.60 1.41
H 0.02 2.32 1.99
O 0.65 0.98 -0.65
H -1.63 -3.91 0.84
H -1.04 0.28 2.26
O -0.72 -3.15 2.26
H -0.85 -2.30 1.78
H 0.88 -1.32 -0.85
O 2.26 3.53 -2.62
H 2.90 3.41 -1.90
H 3.51 2.51 0.36
O -2.79 4.41 0.83
H -0.78 -0.34 -2.72
O -3.38 0.00 -0.94
H -3.63 -0.80 -0.57
H -1.83 4.47 1.14
O 3.42 0.63 0.12
H 2.44 0.88 -0.23
H 3.96 0.32 -0.72
O -0.96 -0.84 -0.56
H -0.01 0.00 -0.65
H 0.23 -3.41 1.96
O -3.32 -2.25 2.20
H -0.04 2.23 0.48
H -2.70 0.46 -0.16
O 4.63 -2.14 0.13
H -2.87 -2.61 2.89
H 3.68 -1.84 0.14
*
```

For the frontier orbital gap, the calculation gives 9.90 eV. The calculation puts the highest occupied orbital energy at -7.39 eV. The calculation puts the calculated total energy at -31182.87289 eV. The calculation puts the lowest unoccupied orbital energy at 0.092 hartree.

Results of the Löwdin charge analysis, in e, for atoms 1 through 2: -0.074, 0.046

---

Entry 8:
The following is a quantum chemistry calculation of 2 unconnected molecules or ions with the total composition H2I4Si2, from the OMol25 dataset.

The geometry in ORCA input format:
```
! RIJCOSX wB97M-V def2-TZVPD def2/J DEFGRID3
* xyz 0 1
Si 0.86 -1.53 0.78
Si -1.39 -0.96 0.85
I 0.87 -3.64 2.14
I -4.97 1.92 -0.33
I 1.24 -1.91 -1.63
I -2.96 -2.51 -0.18
H 2.07 -0.56 1.07
H -1.53 0.51 0.24
*
```

For the frontier orbital gap (spin up / spin down), the calculation gives 7.82 / 4.67 eV. The calculation puts the highest occupied orbital energy (spin up / spin down) at -9.63 / -8.05 eV. The calculation puts the calculated total energy at -48190.65115 eV. The calculation puts the lowest unoccupied orbital energy (spin up / spin down) at -0.067 / -0.124 hartree.

Results of the Löwdin charge analysis, in e, for atoms 1 through 2: -0.568, -0.145

---

Entry 9:
The following is a quantum chemistry calculation of 2 unconnected molecules or ions with the total composition H2IO, from the OMol25 dataset.

The geometry in ORCA input format:
```
! RIJCOSX wB97M-V def2-TZVPD def2/J DEFGRID3
* xyz -1 1
I -2.77 3.65 0.63
O 0.93 -1.33 0.16
H 1.19 -1.83 -0.61
H 0.65 -0.49 -0.18
*
```

For the frontier orbital gap, the calculation gives 6.42 eV. The calculation puts the highest occupied orbital energy at -3.21 eV. The calculation puts the calculated total energy at -10182.99278 eV. The calculation puts the lowest unoccupied orbital energy at 0.118 hartree.

Results of the Löwdin charge analysis, in e, for atoms 1 through 2: -0.998, -0.057

---

Entry 10:
The following is a quantum chemistry calculation of 2 unconnected molecules or ions with the total composition H2IO, from the OMol25 dataset.

The geometry in ORCA input format:
```
! RIJCOSX wB97M-V def2-TZVPD def2/J DEFGRID3
* xyz -1 1
O -0.01 0.68 1.32
H -0.56 1.37 0.89
H 0.23 0.06 0.59
I 0.34 -2.12 -2.80
*
```

For the frontier orbital gap, the calculation gives 7.16 eV. The calculation puts the highest occupied orbital energy at -3.39 eV. The calculation puts the calculated total energy at -10183.15495 eV. The calculation puts the lowest unoccupied orbital energy at 0.138 hartree.

Results of the Löwdin charge analysis, in e, for atoms 1 through 2: -0.110, 0.040

---

Entry 11:
The following is a quantum chemistry calculation of 2 unconnected molecules or ions with the total composition H2IO2PS, from the OMol25 dataset.

The geometry in ORCA input format:
```
! RIJCOSX wB97M-V def2-TZVPD def2/J DEFGRID3
* xyz 0 1
O -2.81 0.95 0.15
P -1.43 1.34 0.00
S -0.55 2.86 0.84
I -0.29 0.19 -1.86
O 1.58 -1.55 0.55
H 2.07 -2.36 0.70
H 1.41 -1.43 -0.38
*
```

For the frontier orbital gap, the calculation gives 8.32 eV. The calculation puts the highest occupied orbital energy at -10.09 eV. The structure (SMILES) is O=P(=S)I.O. The calculation puts the calculated total energy at -32352.83712 eV. The calculation puts the lowest unoccupied orbital energy at -0.065 hartree.

Results of the Löwdin charge analysis, in e, for atoms 1 through 2: -0.459, -0.142

---

Entry 12:
The following is a quantum chemistry calculation of a molecular structure, H2InO9P2, from the OMol25 dataset.

The geometry in ORCA input format:
```
! RIJCOSX wB97M-V def2-TZVPD def2/J DEFGRID3
* xyz -3 1
In -1.58 -0.63 -1.14
P -2.19 3.74 0.21
O -2.12 3.22 -1.18
O -3.60 4.33 0.56
O -1.39 5.09 0.32
O -1.66 2.61 1.17
P 1.60 -2.02 2.09
O 2.59 -3.25 2.37
O 1.87 -1.26 0.75
O 1.79 -1.36 3.44
O 0.15 -2.49 1.96
O 1.16 -2.60 -3.35
H 1.83 -3.24 -3.12
H 1.54 -2.12 -4.09
*
```

For the frontier orbital gap, the calculation gives 1.89 eV. The calculation puts the highest occupied orbital energy at 3.58 eV. The calculation puts the calculated total energy at -42204.59721 eV. The calculation puts the lowest unoccupied orbital energy at 0.201 hartree.

Results of the Löwdin charge analysis, in e, for atoms 1 through 2: 0.767, -0.173

---

Q: Which formula does entry 10 have?
A: H2IO